C6H8S | the ωB97M-V functional and the def2-TZVPD basis

Last column: natural (NBO) charge in e.
Cartesian coordinates (Å):
S -2.12902 -0.79116 0.12050  -0.1333
C -0.72326 1.62286 -0.25064  -0.6232
C -0.30006 0.19420 0.05849  -0.0269
C 1.46585 -1.21468 -0.40385  -0.2192
C 0.28862 -0.13163 1.38351  -0.2566
C 1.36049 -0.95504 1.06015  -0.1812
C 0.47447 -0.49543 -0.97029  -0.2238
H 2.16481 -1.89638 -0.81195  0.2218
H -1.56227 1.95225 0.34840  0.2274
H -2.33238 -1.15328 -1.20154  0.1349
H 2.05553 -1.40480 1.72135  0.2085
H -0.04715 0.43289 2.22686  0.2304
H -1.05846 1.69865 -1.22175  0.2116
H 0.14392 2.28659 -0.13481  0.2138
H 0.19890 -0.14505 -1.92445  0.2157

Energy relative to the best compared isomer or geometry (same formula, charge and spin)   151.6 kJ/mol
Gap between HOMO and LUMO   8.7 eV
Total charge   0
Multiplicity   1
HOMO energy   -8.76 eV
E   -17184.8996 eV
LUMO   -0.02 eV
Structure (SMILES)   CC1(S)C=CC=C1

=====

C5H9NOS | the ωB97M-V functional and the def2-TZVPD basis

Last column: natural (NBO) charge in e.
Cartesian coordinates (Å):
S -0.69251 1.58069 -0.12506  0.1499
O 0.61090 0.45431 -1.99568  -0.5644
N 0.03228 -1.58848 1.95011  -0.5976
C 0.92053 -0.61450 1.40856  -0.2001
C -0.61588 -1.76775 0.49570  -0.2223
C 0.23271 0.22579 -0.86887  0.4373
C 0.51097 -0.89014 -0.00354  -0.3814
C -0.56620 2.42182 -1.72090  -0.8489
H -0.53159 1.34432 -2.44405  0.3477
H 1.86094 -0.98255 1.53453  0.1811
H -0.42549 -2.95942 0.26132  0.2170
H -1.82755 2.94238 -1.70564  0.2139
H 1.61269 -1.40241 -0.28713  0.2443
H 0.41709 3.32878 -1.40812  0.2641
H 0.82328 0.42156 1.89105  0.1942
H -0.70485 -1.05725 2.49858  0.3433
H -1.65731 -1.45716 0.51915  0.2218

Energy relative to the best compared isomer or geometry (same formula, charge and spin)   666.8 kJ/mol
Gap between HOMO and LUMO   9.8 eV
Total charge   0
Multiplicity   1
HOMO energy   -9.25 eV
E   -19697.3920 eV
LUMO   0.60 eV